Here is a structure of composition C6H3FN2O2S2 from the OMol25 dataset. Energies are from ωB97M-V with the def2-TZVPD basis set.

Last column: Löwdin charge in e.
Geometry (Å):
1 O -2.970 -1.526 0.616  -0.24
2 S -1.755 -1.429 1.345  0.64
3 O -1.196 -2.632 1.852  -0.25
4 F -1.990 -0.432 2.510  -0.13
5 C -0.539 -0.542 0.428  -0.27
6 C 0.710 -1.156 0.180  -0.04
7 C 1.687 -0.500 -0.504  0.01
8 C 1.408 0.809 -0.975  -0.36
9 N 2.215 1.626 -1.662  -0.23
10 S 1.391 2.963 -1.946  1.03
11 N -0.006 2.630 -1.218  -0.21
12 C 0.151 1.399 -0.718  -0.36
13 C -0.856 0.713 0.006  0.03
14 H 0.910 -2.145 0.557  0.12
15 H 2.646 -0.956 -0.679  0.12
16 H -1.807 1.177 0.208  0.13

HOMO-LUMO gap = 8.6 eV
E_HOMO = -0.3651 Eh
2S+1 = 1
Maximum force = 1.84 eV/A
Charge = 0
LUMO energy = -0.04956 Eh


Here is a structure of composition C6H3FO8Y from the OMol25 dataset. Energies are from ωB97M-V with the def2-TZVPD basis set.

Last column: Löwdin charge in e.
Geometry (Å):
1 C 2.219 -0.654 -1.192  -0.60
2 C 2.507 0.703 -0.561  -0.03
3 O 3.358 1.367 -1.488  0.10
4 C 3.347 0.742 -2.672  -0.57
5 O 2.678 -0.405 -2.601  0.16
6 O 3.891 1.169 -3.654  0.18
7 O 1.024 -1.134 -1.164  -0.19
8 F 3.144 -1.585 -0.704  0.06
9 H 3.009 0.617 0.407  0.15
10 O -2.041 -1.637 0.836  -0.19
11 C -2.660 -0.656 1.352  -0.44
12 C -2.438 0.669 1.537  0.04
13 O -3.444 1.141 2.396  0.12
14 C -4.370 0.191 2.512  -0.54
15 O -5.492 0.348 2.912  0.18
16 O -3.907 -0.932 1.931  0.17
17 Y -0.403 -2.657 -0.354  2.10
18 H -1.977 1.403 0.887  0.14
19 H 1.555 1.308 -0.380  0.16

HOMO-LUMO gap (spin up / spin down) = 4.3 / 4.3 eV
E_HOMO (spin up / spin down) = -0.4439 / -0.4440 Eh
2S+1 = 1
Maximum force = 5.66 eV/A
Charge = +1
LUMO energy (spin up / spin down) = -0.28431 / -0.28432 Eh


Here is a structure of composition C6H3FO8Yb from the OMol25 dataset. Energies are from ωB97M-V with the def2-TZVPD basis set.

Last column: Löwdin charge in e.
Geometry (Å):
1 C -2.040 0.539 -2.274  -0.68
2 C -3.474 0.979 -1.942  -0.03
3 O -4.242 0.525 -3.054  0.09
4 C -3.523 -0.317 -3.801  -0.57
5 O -2.271 -0.414 -3.345  0.15
6 O -3.959 -0.924 -4.738  0.17
7 O -1.315 0.056 -1.324  -0.24
8 F -1.392 1.602 -2.921  0.04
9 H -3.564 2.066 -1.855  0.14
10 O 2.433 -0.194 1.357  -0.09
11 C 3.014 -0.412 2.468  -0.33
12 C 2.660 -0.504 3.763  0.16
13 O 3.822 -0.721 4.516  0.20
14 C 4.854 -0.787 3.677  -0.50
15 O 5.994 -1.016 3.983  0.26
16 O 4.408 -0.601 2.424  0.22
17 Yb 0.712 0.151 -0.186  1.70
18 H 1.708 -0.514 4.277  0.17
19 H -3.826 0.487 -1.027  0.14

HOMO-LUMO gap (spin up / spin down) = 6.9 / 4.5 eV
E_HOMO (spin up / spin down) = -0.4608 / -0.4608 Eh
2S+1 = 2
Maximum force = 5.95 eV/A
Charge = +1
LUMO energy (spin up / spin down) = -0.20829 / -0.29472 Eh


Here is a structure of composition C6H3IrN5O5 from the OMol25 dataset. Energies are from ωB97M-V with the def2-TZVPD basis set.

Last column: Löwdin charge in e.
Geometry (Å):
1 O -1.008 1.630 -3.149  0.26
2 C -1.040 1.483 -2.016  -0.06
3 Ir -1.050 1.167 0.196  1.22
4 O -3.419 3.151 0.586  0.28
5 C -2.574 2.443 0.241  -0.13
6 C -1.056 0.808 2.134  -0.13
7 O -1.018 0.567 3.264  0.27
8 C 0.327 2.618 0.262  -0.17
9 O 1.030 3.458 0.654  0.25
10 C -2.083 -0.538 -0.241  -0.18
11 O -2.976 -1.296 -0.130  0.23
12 N 1.808 -3.401 -0.552  0.46
13 N 1.517 -2.106 -0.283  -0.14
14 N 2.569 -1.270 0.032  0.25
15 C 1.915 -0.132 0.158  -0.03
16 N 0.536 -0.271 -0.080  -0.11
17 N 0.314 -1.551 -0.354  0.16
18 H 0.958 -3.911 -0.727  0.19
19 H 2.810 -3.609 -0.449  0.22
20 H 2.439 0.759 0.453  0.15

HOMO-LUMO gap (spin up / spin down) = 6.8 / 7.2 eV
E_HOMO (spin up / spin down) = -0.7142 / -0.8859 Eh
2S+1 = 5
Maximum force = 7.99 eV/A
Charge = +3
LUMO energy (spin up / spin down) = -0.46278 / -0.62169 Eh


Here is the ion C6H3O3 with charge -1 from the OMol25 dataset. Energies are from ωB97M-V with the def2-TZVPD basis set.

Last column: Löwdin charge in e.
Geometry (Å):
1 C -0.327 -2.408 1.116  -0.16
2 C -0.202 -1.024 0.706  -0.13
3 C -0.310 0.059 0.150  -0.06
4 C -0.234 1.331 -0.346  -0.16
5 C -1.057 2.224 -0.719  -0.19
6 O -1.726 3.124 -1.079  0.11
7 C 1.331 1.485 -1.056  -0.69
8 O 2.219 1.599 -0.218  0.00
9 O 1.215 1.640 -2.226  0.04
10 H -0.868 -2.348 2.095  0.07
11 H 0.778 -2.791 1.374  0.10
12 H -0.820 -2.891 0.203  0.09

HOMO-LUMO gap = 7.5 eV
E_HOMO = -0.1410 Eh
2S+1 = 1
Maximum force = 3.26 eV/A
SMILES = CC#CC(=C=O)C(=O)[O-]
Charge = -1
LUMO energy = 0.13356 Eh


Here is the molecule C6H4 from the OMol25 dataset. Energies are from ωB97M-V with the def2-TZVPD basis set.

Last column: Löwdin charge in e.
Geometry (Å):
1 C 1.896 0.386 0.812  0.07
2 C 1.163 0.984 0.074  -0.15
3 C 0.124 1.732 -0.753  -0.09
4 C -1.380 1.191 -0.377  -0.16
5 C -2.755 0.934 -0.473  0.00
6 C -2.054 0.547 0.647  -0.03
7 H 2.869 -0.147 0.862  0.05
8 H 0.105 2.765 -0.574  0.08
9 H 0.297 1.315 -1.781  0.12
10 H -1.713 -0.061 1.455  0.09

HOMO-LUMO gap = 9.3 eV
E_HOMO = -0.3143 Eh
2S+1 = 1
Maximum force = 5.11 eV/A
SMILES = C#CCC1=C=C1
Charge = 0
LUMO energy = 0.02827 Eh


Q: Which value of charge does entry 3 give?
A: +1


Q: What is the formula in the third record?
A: C6H3FO8Yb


Q: Which of these has the highest 2S+1?
A: C6H3IrN5O5